No. 1
A structure of composition C36H37N3ORuS5 at a distorted geometry. Source: the Open Molecules 2025 dataset; level of theory: ωB97M-V with the def2-TZVPD basis set.

Positions of all 83 atoms, in Å:
Ru: 0.168 -0.431 -0.367
C: 4.005 3.544 -4.517
C: 3.879 4.345 -3.261
C: 4.548 5.555 -3.134
C: 4.434 6.331 -1.994
C: 3.624 5.908 -0.952
C: 2.946 4.709 -1.050
C: 3.079 3.915 -2.191
N: 2.341 2.726 -2.343
C: 1.815 1.936 -1.371
N: 2.510 1.913 -0.213
C: 2.235 1.292 1.001
C: 1.208 0.350 1.140
C: 0.921 -0.163 2.402
C: 1.680 0.189 3.499
C: 2.744 1.071 3.338
C: 3.040 1.634 2.109
C: 4.179 2.603 1.986
N: 0.732 1.193 -1.567
C: -0.077 1.380 -2.711
C: -0.270 2.634 -3.307
C: -0.994 2.765 -4.478
C: -1.553 1.652 -5.081
C: -1.437 0.419 -4.464
C: -0.738 0.270 -3.276
C: -0.685 -1.069 -2.605
H: 4.705 4.027 -5.192
H: 3.047 3.471 -5.034
H: 4.365 2.536 -4.314
H: 5.161 5.904 -3.949
H: 4.958 7.270 -1.924
H: 3.498 6.524 -0.075
H: 2.268 4.419 -0.259
H: 2.048 2.528 -3.293
H: 3.361 2.466 -0.220
H: 0.101 -0.866 2.516
H: 1.463 -0.221 4.472
H: 3.344 1.339 4.196
H: 4.684 2.701 2.943
H: 3.831 3.594 1.699
H: 4.922 2.269 1.261
H: 0.119 3.524 -2.836
H: -1.107 3.740 -4.925
H: -2.094 1.749 -6.008
H: -1.894 -0.446 -4.920
H: -1.184 -1.824 -3.209
H: -1.233 -1.041 -1.624
H: 0.375 -1.388 -2.479
C: -7.623 2.784 2.459
C: -6.225 2.412 2.118
C: -5.941 1.312 1.312
C: -4.647 0.963 0.983
C: -4.413 -0.230 0.121
C: -3.560 1.733 1.494
C: -2.211 1.356 1.219
O: -1.840 0.459 0.450
C: -3.841 2.864 2.313
C: -2.814 3.787 2.889
C: -5.158 3.169 2.598
H: -8.342 2.105 2.011
H: -7.835 3.796 2.114
H: -7.761 2.779 3.539
H: -6.758 0.715 0.939
H: -5.355 -0.699 -0.149
H: -3.796 -0.961 0.646
H: -3.890 0.058 -0.792
H: -1.433 1.910 1.767
H: -1.792 3.557 2.610
H: -2.888 3.771 3.976
H: -3.032 4.807 2.572
H: -5.375 4.027 3.218
C: 2.218 -5.159 2.319
S: 0.588 -5.802 1.835
C: 0.553 -5.369 0.140
C: 0.524 -4.099 -0.381
S: 0.413 -2.679 0.566
S: 0.513 -4.040 -2.138
C: 0.385 -5.756 -2.430
S: 0.261 -6.376 -3.941
S: 0.425 -6.707 -0.974
H: 2.212 -5.070 3.400
H: 2.400 -4.193 1.865
H: 2.968 -5.885 2.011

Atoms 1-2, force components in eV/Å:
0.393 1.248 0.525
-0.026 -0.037 0.021

Summary:
<S²> ... 6.070
2S+1 ... 5
Net charge ... +2
DFT total energy ... -101193.631 eV



No. 2
A cluster of 5 separate species, C36H37N6O10 in total at a distorted geometry. Source: the Open Molecules 2025 dataset; level of theory: ωB97M-V with the def2-TZVPD basis set.

Positions of all 89 atoms, in Å:
C: 4.754 0.691 0.754
C: 3.764 0.610 -0.427
C: 4.376 1.389 -1.591
C: 3.451 1.621 -2.809
C: 2.013 1.824 -2.458
C: 1.250 0.717 -2.279
N: -0.031 0.824 -1.960
C: -0.812 -0.417 -1.744
C: -0.733 -0.757 -0.266
N: -1.397 -0.025 0.527
C: -0.642 1.996 -1.829
C: 0.060 3.126 -2.025
C: 1.393 3.048 -2.326
C: 2.145 4.348 -2.496
O: 3.226 4.465 -3.018
O: 1.463 5.462 -2.055
H: 4.711 1.678 1.187
H: 5.767 0.565 0.380
H: 4.576 -0.079 1.499
H: 3.657 -0.453 -0.643
H: 2.820 1.025 -0.069
H: 5.212 0.796 -1.949
H: 4.794 2.312 -1.195
H: 3.867 2.412 -3.417
H: 3.496 0.718 -3.418
H: 1.664 -0.269 -2.392
H: -1.832 -0.256 -2.059
H: -0.405 -1.210 -2.358
H: -0.116 -1.581 0.089
H: -1.238 -0.357 1.481
H: -1.688 1.970 -1.581
H: -0.456 4.064 -1.936
H: 1.321 5.388 -1.102
C: -5.511 -4.763 -2.995
C: -5.730 -3.416 -3.263
C: -4.662 -2.584 -3.547
C: -3.385 -3.121 -3.566
C: -3.149 -4.454 -3.295
C: -4.221 -5.279 -3.004
N: -2.244 -2.263 -3.880
O: -2.440 -1.073 -4.060
O: -1.140 -2.771 -3.916
H: -6.349 -5.411 -2.776
H: -6.735 -3.018 -3.251
H: -4.830 -1.537 -3.755
H: -2.146 -4.852 -3.303
H: -4.054 -6.324 -2.787
C: -3.913 3.994 3.190
C: -3.433 2.959 2.397
C: -4.169 1.795 2.257
C: -5.381 1.684 2.912
C: -5.871 2.700 3.710
C: -5.128 3.863 3.848
N: -6.171 0.455 2.743
O: -5.700 -0.425 2.050
O: -7.244 0.395 3.303
H: -3.339 4.905 3.295
H: -2.485 3.060 1.886
H: -3.795 0.990 1.640
H: -6.818 2.598 4.220
H: -5.499 4.667 4.468
C: -1.290 -9.424 1.008
C: -2.161 -8.768 0.148
C: -1.953 -7.435 -0.164
C: -0.869 -6.778 0.390
C: 0.004 -7.414 1.254
C: -0.212 -8.747 1.563
N: -0.633 -5.372 0.044
O: -1.423 -4.826 -0.704
O: 0.340 -4.824 0.521
H: -1.452 -10.467 1.247
H: -3.000 -9.297 -0.280
H: -2.630 -6.923 -0.831
H: 0.844 -6.888 1.682
H: 0.463 -9.259 2.234
C: 5.173 7.205 3.754
C: 5.298 7.145 2.371
C: 5.650 5.954 1.757
C: 5.867 4.835 2.542
C: 5.754 4.879 3.919
C: 5.404 6.074 4.526
N: 6.220 3.565 1.893
O: 6.331 3.561 0.681
O: 6.376 2.592 2.601
H: 4.895 8.136 4.230
H: 5.121 8.028 1.772
H: 5.750 5.907 0.683
H: 5.932 3.998 4.519
H: 5.310 6.124 5.602

Atoms 1-2, force components in eV/Å:
-0.201 -0.182 -0.629
1.004 -0.003 0.832

Summary:
Net charge ... +1
DFT total energy ... -67330.587 eV



No. 3
A structure of composition C36H37NP2SeSr at a distorted geometry. Source: the Open Molecules 2025 dataset; level of theory: ωB97M-V with the def2-TZVPD basis set.

Positions of all 78 atoms, in Å:
Sr: -1.502 -1.957 2.024
C: 4.067 1.048 -2.639
C: 3.866 1.766 -1.515
C: 3.419 3.198 -1.381
C: 2.708 3.825 -2.598
C: 1.458 3.078 -2.990
C: 1.341 2.008 -3.799
C: 2.417 1.277 -4.557
C: 3.870 1.471 -4.072
C: -4.233 -2.363 1.875
H: 4.437 0.027 -2.534
H: 4.117 1.296 -0.563
H: 4.272 3.844 -1.105
H: 2.734 3.233 -0.520
H: 2.395 4.833 -2.290
H: 3.415 3.952 -3.427
H: 0.546 3.502 -2.563
H: 0.339 1.636 -4.014
H: 2.373 1.528 -5.631
H: 2.170 0.205 -4.497
H: 4.495 0.809 -4.689
H: 4.200 2.497 -4.268
H: -4.043 -3.417 1.571
H: -4.432 -1.528 1.153
H: -4.621 -2.045 2.848
P: 1.064 -0.698 1.741
P: -2.099 0.145 -0.076
C: 0.625 0.496 0.607
C: -0.525 0.847 -0.075
C: 1.290 -0.205 3.416
C: 2.241 0.842 3.305
C: 2.757 1.338 4.479
C: 2.330 0.798 5.700
C: 1.391 -0.230 5.781
C: 0.823 -0.772 4.629
C: 1.742 -2.192 1.186
C: 1.286 -3.025 0.130
C: 2.175 -4.010 -0.289
C: 3.425 -4.154 0.325
C: 3.835 -3.327 1.375
C: 3.001 -2.330 1.826
C: -3.433 1.181 0.417
C: -3.567 1.773 1.692
C: -4.613 2.675 1.838
C: -5.471 2.948 0.764
C: -5.318 2.332 -0.481
C: -4.292 1.434 -0.679
C: -2.389 -0.897 -1.488
C: -3.149 -2.088 -1.500
C: -3.358 -2.679 -2.740
C: -2.819 -2.108 -3.898
C: -2.062 -0.931 -3.855
C: -1.837 -0.306 -2.647
H: 1.583 0.994 0.434
H: -0.519 1.657 -0.800
H: 2.518 1.197 2.285
H: 3.480 2.131 4.388
H: 2.760 1.211 6.599
H: 1.085 -0.633 6.739
H: 0.088 -1.597 4.640
H: 0.292 -2.878 -0.338
H: 1.886 -4.667 -1.104
H: 4.110 -4.921 -0.004
H: 4.792 -3.418 1.877
H: 3.235 -1.633 2.652
H: -2.872 1.522 2.512
H: -4.753 3.166 2.795
H: -6.280 3.653 0.881
H: -5.971 2.518 -1.330
H: -4.106 0.895 -1.625
H: -3.578 -2.499 -0.572
H: -3.951 -3.590 -2.790
H: -2.984 -2.576 -4.857
H: -1.637 -0.469 -4.740
H: -1.254 0.626 -2.537
Se: -4.715 -4.557 5.356
C: -3.520 -3.645 4.352
N: -2.549 -3.064 3.883

Atoms 1-2, force components in eV/Å:
-2.193 -1.293 0.671
0.012 0.479 0.890

Summary:
Net charge ... 0
Relative energy (zero: lowest compared OMol25 entry of this formula, charge and spin) ... 2.7055 eV



Q: net charge of number 2 (C36H37N6O10)?
A: +1